DFT (ωB97M-V/def2-TZVPD) results for C57H42IrN7O7S as an isolated structure.

Highest occupied orbital energy (alpha / beta), eV: -8.79 / -8.79
Orbital gap (alpha / beta), eV: 3.9 / 2.9
Energy relative to the best compared isomer or geometry (same formula, charge and spin), kcal per mole: 6.7

```
! RIJCOSX wB97M-V def2-TZVPD def2/J DEFGRID3
* xyz 1 2
Ir -0.342 0.237 0.118
S 5.710 6.576 -0.713
O 6.654 7.480 -1.318
O 6.209 5.245 -0.420
O -2.964 8.748 -0.027
O 3.819 0.466 7.914
O -8.336 -3.235 -1.231
O 4.751 -5.722 -4.092
O 4.857 7.140 0.320
N 1.320 -0.747 0.737
N 0.797 1.403 -1.261
N 3.807 5.114 -1.887
N -0.863 -1.317 -1.047
N -2.108 1.113 -0.296
N 4.175 7.184 -2.934
N 0.089 1.725 1.387
C 2.609 1.683 6.220
C 4.347 -3.524 -3.165
C -1.851 -2.439 -2.740
C -0.361 3.032 1.179
C -5.051 -2.326 -2.342
C 2.144 1.687 4.928
C 1.942 -1.701 -0.024
C -3.271 -0.821 -1.286
C 3.176 6.921 -3.760
C 2.116 1.599 -1.062
C -0.526 -2.798 -2.732
C 2.793 4.874 -2.700
C -5.446 -1.237 -0.246
C -9.242 -3.004 -0.155
C 0.580 3.932 1.789
C 1.156 1.793 2.210
C -2.045 -1.514 -1.686
C 0.771 3.329 -2.676
C -6.700 -1.812 -0.163
C -2.282 6.951 1.444
C -2.339 5.298 -0.788
C 1.948 -4.540 -2.183
C -3.235 0.469 -0.776
C -1.949 4.766 0.450
C 1.878 0.644 2.687
C 3.205 -1.996 0.562
C 3.516 -0.533 5.850
C 2.093 3.608 -2.358
C 2.796 -5.357 -2.894
C 1.493 3.173 2.442
C 2.285 -3.203 -1.936
C -2.633 7.469 0.198
C -1.938 5.614 1.555
C 3.496 -2.719 -2.425
C 5.976 -5.257 -4.649
C 3.999 -4.852 -3.402
C -4.585 -1.458 -1.333
C 0.077 -2.137 -1.638
C -2.665 6.626 -0.919
C -4.323 1.411 -0.759
C -3.827 2.595 -0.319
C 4.457 6.265 -2.007
C 2.130 -0.440 1.772
C 3.636 1.546 8.835
C -2.440 2.382 -0.022
C 3.325 0.575 6.691
C 1.395 -2.305 -1.177
C -6.300 -2.886 -2.286
C 3.051 -0.510 4.567
C 0.155 2.241 -2.094
C 2.393 0.627 4.025
C -2.890 9.665 1.061
C 2.407 5.760 -3.690
C 3.324 -1.217 1.676
C -7.144 -2.635 -1.195
C -1.541 3.356 0.542
C 2.782 2.683 -1.575
H 3.925 -2.701 0.180
H -0.889 2.032 -2.271
H -7.309 -1.630 0.710
H -2.943 7.045 -1.877
H -10.140 -3.560 -0.402
H 3.771 -1.685 -2.251
H 4.083 1.213 9.764
H -5.101 -0.646 0.591
H -4.350 3.530 -0.217
H 5.269 -3.110 -3.546
H 1.586 5.584 -4.372
H -3.144 10.635 0.647
H 4.193 -1.131 2.305
H -2.278 7.575 2.325
H 2.575 1.747 8.985
H 0.187 3.995 -3.298
H -4.460 -2.532 -3.214
H 2.366 3.522 2.970
H 2.962 7.672 -4.515
H 2.558 -6.398 -3.068
H 1.030 -4.947 -1.778
H -6.661 -3.527 -3.079
H 2.404 2.527 6.861
H 4.148 2.441 8.480
H -9.480 -1.942 -0.070
H -3.608 9.403 1.840
H -1.881 9.696 1.474
H -2.565 -2.757 -3.474
H 0.576 5.005 1.701
H 6.668 -4.945 -3.865
H -0.029 -3.446 -3.434
H 5.801 -4.432 -5.342
H -5.317 1.215 -1.126
H -1.687 5.218 2.532
H 6.395 -6.100 -5.187
H 1.555 2.536 4.621
H 2.627 0.908 -0.415
H -8.830 -3.374 0.785
H 3.168 -1.406 3.979
H -2.357 4.661 -1.665
H 4.021 -1.402 6.249
H 3.817 2.878 -1.323
*
```

Atomic partial charges in e from the Mulliken method, atoms 1 to 99: 0.356 1.198 -0.657 -0.670 -0.448 -0.432 -0.445 -0.457 -0.674 -0.425 0.365 -0.265 -0.158 -0.084 -0.472 -0.199 -1.017 -0.563 -0.804 0.221 -0.436 -0.884 0.578 1.113 -0.366 -0.314 -1.347 0.259 -0.658 -0.853 -1.018 -0.173 0.211 -1.064 -0.659 -0.721 -0.199 -0.407 0.199 -0.120 0.351 -1.097 -1.223 1.215 -0.919 -1.909 0.298 0.897 -0.741 -0.748 -0.849 0.821 0.238 0.065 -1.129 -1.243 -1.510 -0.025 -0.011 -0.856 0.338 0.908 1.413 -0.928 -0.539 -0.314 1.591 -0.870 -0.677 -1.344 0.857 1.694 -1.055 0.651 0.674 0.434 0.455 0.248 0.531 0.248 0.487 0.635 0.438 0.439 0.254 0.825 0.443 0.354 0.330 0.423 0.931 0.429 0.442 0.626 0.468 0.461 0.366 0.352 0.348